1.
ORCA calculation (ωB97M-V/def2-TZVPD) on C4H5NO2 in the gas phase.

Atoms and positions in Å:
O 1.8110 1.4388 1.1465
C 2.0299 0.4835 0.4474
C 0.9692 -0.5144 -0.0168
O 1.3244 -1.4729 -0.6746
N -0.3065 -0.2985 0.4635
C -1.4789 -0.7326 -0.2565
C -1.1903 0.7213 -0.0748
H 3.0331 0.1968 0.0748
H -2.2244 -1.1852 0.4003
H -1.3531 -1.2137 -1.2298
H -0.8262 1.3036 -0.9264
H -1.7883 1.2735 0.6463

Force components x, y, z for each atom (eV/Å):
0.102 -0.516 -0.478
0.026 0.400 0.310
-0.152 -0.486 -0.161
-0.227 0.472 0.333
0.304 -0.021 -0.141
-0.168 -0.355 -0.017
-0.170 0.264 -0.074
-0.058 0.163 0.086
0.115 0.131 -0.333
0.094 0.252 0.299
-0.142 -0.277 0.237
0.276 -0.027 -0.062

Calculated values
- Electronic energy: -9812.3524 eV
- SMILES: O=CC(=O)N1CC1
- LUMO level: -0.3 eV
- Energy above the lowest of the compared OMol25 structures with the same formula, charge and spin: 189.3 kJ/mol
- Orbital gap: 0.3565 hartree

---

2.
ORCA calculation (ωB97M-V/def2-TZVPD) on C24H24N4O3S in the gas phase at a distorted geometry.

Atoms and positions in Å:
C 1.8563 3.9468 -1.0973
H 2.5676 4.4064 -1.7798
C 2.5947 3.2667 0.0502
C 3.4963 4.2557 0.7783
H 4.0398 3.7611 1.5805
H 4.2203 4.6810 0.0873
H 2.9018 5.0627 1.2029
C 1.5982 2.6379 1.0336
C 0.7628 1.5895 0.3749
C 1.4134 0.4832 -0.1752
C 0.6351 -0.4474 -0.8740
N -0.6921 -0.3372 -0.9424
C -1.3347 0.6646 -0.3631
N -2.7050 0.6531 -0.4732
C -3.5246 1.0097 0.6704
H -2.9655 1.6644 1.3346
C -3.9249 -0.2825 1.4277
N -2.9895 -1.3404 1.0932
C -1.8045 -1.3316 1.7757
O -1.6016 -0.5654 2.7006
C -0.8037 -2.3556 1.4058
C -0.8913 -3.6470 0.9475
C 0.4304 -4.1386 0.8976
C 1.2222 -3.1173 1.3308
O 0.4879 -2.0491 1.6474
H 2.2849 -3.0361 1.4478
H 0.7446 -5.1124 0.5830
H -1.7839 -4.1881 0.7086
C -3.1238 -1.7571 -0.2862
H -4.0052 -2.3988 -0.3862
C -3.2661 -0.4890 -1.1663
H -2.7360 -0.6217 -2.1079
H -4.3146 -0.2608 -1.3685
H -2.2337 -2.3065 -0.5815
H -4.9240 -0.6195 1.1438
H -3.8887 -0.1169 2.5041
H -4.4115 1.5452 0.3192
C -0.6235 1.7180 0.2640
C -1.2448 2.9037 0.6946
N -1.7088 3.9101 1.0002
C 1.1229 -1.6409 -1.5388
C 0.4059 -2.5115 -2.3268
C 1.2952 -3.5383 -2.6997
C 2.4858 -3.2302 -2.1142
O 2.3921 -2.0907 -1.4151
H 3.4388 -3.7213 -2.1212
H 1.0814 -4.3867 -3.3165
H -0.6220 -2.4073 -2.6031
C 2.8883 0.4236 -0.0100
H 3.3478 -0.3885 -0.5632
H 3.1628 0.3448 1.0446
S 3.6776 1.9434 -0.6733
H 2.1496 2.1900 1.8661
H 0.9662 3.4311 1.4384
H 1.2646 3.2248 -1.6572
H 1.1889 4.7166 -0.7128

Force components x, y, z for each atom (eV/Å):
-0.011 -0.064 0.077
0.030 0.042 -0.089
0.215 -0.250 -0.152
-0.076 -0.143 -0.012
0.043 -0.014 0.057
0.082 0.083 -0.024
-0.077 0.141 0.025
0.069 0.049 -0.037
-0.299 -0.189 0.019
-0.341 -0.175 -0.187
0.274 0.762 0.584
-0.130 0.007 -0.035
0.396 0.280 -0.200
-0.076 0.120 -0.215
-0.138 0.096 0.329
-0.204 -0.111 -0.050
-0.015 0.097 0.257
-0.097 -0.069 0.127
-0.004 -0.101 0.216
0.168 0.128 0.013
-0.338 -0.837 -0.222
-0.086 0.766 0.292
0.484 0.268 0.183
0.012 -0.890 -0.280
-0.082 0.527 0.277
0.128 0.117 0.047
0.138 -0.183 -0.045
-0.236 -0.029 -0.058
-0.007 -0.137 -0.339
0.050 -0.001 -0.050
0.009 -0.128 -0.159
-0.177 -0.065 0.001
0.034 0.001 -0.014
-0.171 0.041 -0.019
0.022 0.002 0.017
-0.113 0.013 -0.122
0.057 0.015 0.102
0.578 -0.984 -0.282
-0.234 0.660 0.068
-0.107 0.167 0.100
-0.845 -0.670 -0.705
0.342 0.605 0.439
0.550 0.004 0.181
-0.334 -0.621 -0.468
0.241 0.349 0.227
0.167 0.015 0.057
0.035 -0.201 -0.126
-0.222 0.079 -0.001
0.456 0.422 -0.053
-0.013 0.064 0.143
-0.030 -0.152 -0.043
-0.075 -0.049 0.109
-0.023 0.021 0.013
0.079 -0.018 0.037
-0.026 -0.005 -0.057
-0.072 0.147 0.050

Calculated values
- Electronic energy: -48215.3675 eV
- SMILES: CC1(C)Cc2c(C#N)c(N3CCN(C(=O)c4ccco4)CC3)nc(-c3ccco3)c2CS1
- LUMO level: -0.1 eV
- Energy above the lowest of the compared OMol25 structures with the same formula, charge and spin: 102.4 kJ/mol
- Orbital gap: 0.2903 hartree

---

3.
ORCA calculation (ωB97M-V/def2-TZVPD) on a molecular structure, C39H58ClN4O3ReS at a distorted geometry.

Atoms and positions in Å:
Re -0.9713 -0.4888 -1.1035
C -2.7723 -3.2461 -1.4612
N -2.9769 -1.8558 -0.9867
C -4.1115 -1.3206 -1.7803
C -3.3806 -1.8886 0.4437
C -2.7977 -0.7203 1.2075
N -1.3130 -0.6224 1.0339
C -0.8579 0.6113 1.7784
C -1.3554 1.9177 1.2530
C -2.1857 2.7751 1.9501
C -2.4590 4.0444 1.4455
C -1.7957 4.4371 0.2850
C -0.9465 3.6052 -0.4517
C -0.8191 2.2955 0.0234
O -0.1469 1.3265 -0.6230
C -0.0950 4.1243 -1.6154
C -0.3829 3.4005 -2.9373
C -0.3121 5.6203 -1.8544
C 1.3838 3.9145 -1.2480
C -3.4298 4.9588 2.1921
C -4.7904 4.2555 2.2992
C -3.6348 6.2931 1.4756
C -2.8862 5.2416 3.5991
C -0.6637 -1.7860 1.7229
C 0.6927 -2.1789 1.2321
C 1.7742 -2.2881 2.0960
C 2.9497 -2.8892 1.6694
C 2.9522 -3.4514 0.3920
C 1.8869 -3.3902 -0.5062
C 0.7815 -2.6378 -0.0801
O -0.2758 -2.3235 -0.8862
C 1.8814 -4.2468 -1.7776
C 0.7657 -5.2939 -1.6301
C 3.2051 -4.9939 -1.9632
C 1.6354 -3.4405 -3.0532
C 4.1752 -3.0511 2.5683
C 4.4054 -4.5462 2.8326
C 5.4110 -2.4594 1.8790
C 3.9944 -2.3441 3.9116
H -3.7014 -3.8085 -1.3353
H -1.9763 -3.7242 -0.9050
H -2.5063 -3.2331 -2.5171
H -4.4790 -0.3987 -1.3413
H -3.7980 -1.1436 -2.8061
H -4.9268 -2.0487 -1.7744
H -3.0783 -2.8439 0.8670
H -4.4693 -1.8492 0.5288
H -3.0233 -0.8204 2.2745
H -3.2294 0.2203 0.8654
H 0.2324 0.5875 1.7421
H -1.1697 0.4807 2.8182
H -2.6101 2.4559 2.8962
H -1.9491 5.4435 -0.0723
H -1.3804 3.6387 -3.3121
H -0.2948 2.3209 -2.8304
H 0.3345 3.7309 -3.6925
H -1.3430 5.8443 -2.1360
H 0.3305 5.9467 -2.6736
H -0.0564 6.2157 -0.9765
H 1.6206 2.8537 -1.1540
H 1.6203 4.4032 -0.3009
H 2.0235 4.3461 -2.0215
H -5.1720 3.9936 1.3108
H -5.5153 4.9095 2.7879
H -4.7232 3.3386 2.8875
H -4.0355 6.1550 0.4692
H -2.7074 6.8650 1.4041
H -4.3493 6.8977 2.0357
H -2.7892 4.3262 4.1851
H -3.5624 5.9093 4.1365
H -1.9049 5.7171 3.5502
H -1.3174 -2.6461 1.6070
H -0.6256 -1.5567 2.7895
H 1.6721 -1.9179 3.1083
H 3.8347 -3.9979 0.0934
H 0.8927 -5.8714 -0.7129
H 0.7888 -5.9858 -2.4745
H -0.2157 -4.8204 -1.6079
H 3.4050 -5.6874 -1.1451
H 4.0518 -4.3103 -2.0545
H 3.1533 -5.5791 -2.8822
H 0.6836 -2.9176 -3.0170
H 1.6144 -4.1185 -3.9092
H 2.4387 -2.7198 -3.2207
H 4.6133 -5.0909 1.9104
H 3.5298 -4.9986 3.3018
H 5.2589 -4.6827 3.4994
H 5.5964 -2.9167 0.9062
H 6.2960 -2.6234 2.4964
H 5.2943 -1.3845 1.7298
H 3.1801 -2.7781 4.4953
H 3.8007 -1.2768 3.7839
H 4.9067 -2.4460 4.5004
Cl 4.7320 0.2637 -0.5836
C 3.3601 0.1705 -1.6179
C 3.4600 0.4874 -2.9623
C 2.3191 0.4070 -3.7424
C 1.1385 0.0064 -3.1515
N 1.0536 -0.2945 -1.8516
C 2.1404 -0.2036 -1.0836
H 4.4090 0.7945 -3.3801
H 2.3390 0.6482 -4.7950
H 0.2248 -0.0712 -3.7320
H 2.0335 -0.4231 -0.0311
O -4.4256 1.8362 -0.9577
S -3.2750 1.8738 -1.8472
N -2.3078 0.7438 -1.7042

Force components x, y, z for each atom (eV/Å):
-0.500 -0.586 0.671
-0.034 -0.016 0.026
0.150 0.066 -0.200
-0.074 0.032 0.064
0.017 0.026 0.035
-0.047 -0.046 0.057
-0.137 0.110 -0.068
-0.040 0.036 0.050
-0.005 0.040 -0.097
0.010 -0.012 0.009
-0.038 0.017 0.052
0.004 -0.015 -0.036
0.000 0.008 0.060
0.008 -0.217 0.014
0.225 0.340 -0.076
0.003 0.024 -0.028
-0.038 -0.019 -0.014
-0.003 0.011 0.005
0.024 -0.014 0.001
0.020 -0.001 -0.016
-0.016 -0.001 0.014
0.002 0.018 -0.015
-0.010 0.007 0.013
0.018 -0.027 0.004
0.108 -0.048 0.028
-0.019 0.037 -0.019
0.038 0.000 0.018
-0.009 -0.017 -0.002
0.017 0.008 0.098
-0.210 0.067 -0.074
0.225 -0.448 0.012
0.045 0.000 -0.020
-0.018 0.005 0.022
0.000 -0.034 -0.003
0.010 0.083 -0.043
-0.005 0.000 0.010
0.014 -0.010 -0.002
0.015 0.014 0.000
-0.009 0.002 0.015
0.007 -0.001 -0.021
-0.002 0.013 0.016
0.013 0.008 0.000
0.006 -0.035 -0.016
0.007 -0.013 -0.006
0.021 -0.024 -0.010
0.064 0.014 0.024
0.001 -0.006 -0.029
0.024 -0.034 -0.003
0.011 0.006 -0.022
0.007 0.005 -0.008
-0.040 -0.015 -0.020
0.004 0.009 0.004
0.001 0.004 0.008
-0.022 -0.011 0.023
-0.013 0.007 0.023
-0.001 0.003 0.000
0.002 -0.008 0.000
-0.002 -0.001 0.001
0.003 -0.010 0.007
-0.013 0.005 0.010
-0.002 0.010 -0.004
-0.001 -0.007 -0.002
-0.003 0.007 -0.005
0.007 -0.002 0.004
0.004 -0.004 -0.009
0.001 -0.008 0.003
0.000 -0.004 0.006
0.001 -0.005 0.000
0.007 0.002 -0.001
-0.003 -0.009 0.002
-0.005 0.006 -0.007
-0.015 -0.008 -0.060
-0.009 0.010 -0.005
0.002 -0.007 0.004
0.001 0.021 0.000
0.008 -0.005 -0.003
-0.006 0.012 -0.002
-0.001 0.011 0.009
-0.004 0.002 0.000
-0.008 0.005 -0.007
-0.002 -0.002 0.006
-0.054 0.070 -0.001
0.015 0.019 0.002
0.001 0.069 0.005
-0.001 0.002 0.003
-0.001 0.006 0.003
0.000 0.003 -0.005
-0.007 -0.005 -0.004
-0.004 0.001 0.006
-0.004 -0.027 0.018
-0.002 -0.004 -0.006
0.005 0.000 -0.005
-0.001 -0.003 -0.002
-0.027 0.004 -0.041
0.029 0.021 0.002
0.001 -0.010 0.016
-0.019 -0.070 0.014
-0.054 -0.087 -0.078
0.137 0.070 -0.145
0.020 -0.036 -0.004
0.000 0.004 0.001
0.004 0.004 0.003
0.004 0.010 -0.007
0.017 0.047 0.001
0.078 0.145 0.177
-0.228 -0.154 -0.190
0.296 0.536 -0.236

Calculated values
- Electronic energy: -78970.0396 eV
- LUMO level (alpha / beta): -3.5 / -3.6 eV
- Charge: +1
- Energy above the lowest of the compared OMol25 structures with the same formula, charge and spin: 12.7 kJ/mol
- Orbital gap (alpha / beta): 0.2484 / 0.2426 hartree
- Multiplicity: 2